ORCA calculation (wB97M-V/def2-TZVPD) on 5 unconnected molecules or ions with the total composition C52H89ClI2N4O11 in a non-equilibrium geometry.

Bonds (Å) are listed after each position.
Element x y z (Å)
1 I 6.4692 7.6976 -4.9331  C22 2.223
2 I 7.5228 7.0661 0.1880  C62 2.192
3 Cl 8.2034 3.6186 -2.7213  C29 1.891
4 O 0.7285 -0.8940 4.4765  C45 1.429, C67 1.420
5 O 0.9951 -3.9827 -0.0848  C30 1.429, C32 1.420
6 O -0.0841 1.7250 8.0707  C34 1.435, C65 1.422
7 O -8.2533 -4.9547 0.0850  C27 1.422, C43 1.435
8 O -0.8444 -1.5905 -3.1896  C35 1.422, C53 1.435
9 O 1.6468 -7.8245 2.2075  C55 1.435, C64 1.422
10 O 2.4216 0.9737 -2.7482  C37 1.335
11 O -0.0318 -4.2094 -6.7838  C21 1.420, C51 1.429
12 O -0.8060 6.2230 -0.2520  C39 1.498, C68 1.498
13 O 1.1012 6.2560 -2.8345  C46 1.349
14 O -4.9058 -3.3303 -2.4829  C25 1.420, C57 1.429
15 N -0.7351 -6.3685 1.0685  C47 1.466, C49 1.467, H109 1.016
16 N -1.6335 0.8682 5.6303  C40 1.466, C44 1.467, H71 1.016
17 N -2.3938 -2.4472 -5.6300  C58 1.467, C70 1.466, H102 1.016
18 N -7.4187 -2.2314 -0.9037  C38 1.467, C69 1.466, H100 1.016
19 C 0.7371 4.2047 -1.1837  C39 1.661, C46 1.673, C63 1.673
20 C 5.9228 5.6178 -2.6734  C22 1.639, C29 1.671, C33 1.646
21 C 0.6213 -3.5966 -5.6814  O11 1.420, H139 1.093, H145 1.094, H153 1.090
22 C 6.9678 6.8519 -2.9389  I1 2.223, C20 1.639, C62 1.637, H130 1.194
23 C 0.5432 -0.5869 1.4025  C42 1.651, H122 1.194, H123 1.170, H127 1.173
24 C -0.1537 7.7438 1.7891  C36 1.638, C68 1.638, H116 1.189, H124 1.194
25 C -5.3248 -4.5117 -1.8149  O14 1.420, H94 1.094, H107 1.093, H148 1.090
26 C 1.6756 9.6861 1.0495  C36 1.639, H80 1.170, H96 1.190, H132 1.194
27 C -7.6322 -4.7900 1.3532  O7 1.422, H75 1.093, H105 1.096, H126 1.090
28 C 5.7369 1.2179 -2.2094  C56 1.650, C60 1.673, H89 1.187, H155 1.194
29 C 6.3611 4.0096 -2.5527  Cl3 1.891, C20 1.671, C56 1.673
30 C 0.0862 -4.8109 -0.8126  O5 1.429, C49 1.543, H108 1.095, H149 1.095
31 C 3.6501 3.1729 -2.2416  C37 1.641, C52 1.673, C56 1.640
32 C 1.9895 -4.6933 0.6389  O5 1.420, H77 1.090, H87 1.094, H135 1.093
33 C 4.3251 5.9916 -2.5372  C20 1.646, C52 1.639, H138 1.194
34 C -1.5004 1.4984 8.0270  O6 1.435, C40 1.539, H74 1.093, H97 1.096
35 C -0.4559 -0.3455 -3.7558  O8 1.422, H78 1.093, H84 1.090, H156 1.096
36 C 0.1754 9.3386 1.6096  C24 1.638, C26 1.639, H92 1.194, H152 1.170
37 C 2.3951 2.1280 -2.0778  O10 1.335, C31 1.641, C63 1.673
38 C -6.6404 -1.6088 -1.9801  N18 1.467, C57 1.543, H82 1.096, H103 1.097
39 C -0.5101 4.7543 -0.2349  O12 1.498, C19 1.661, C41 1.667
40 C -1.8450 0.4018 7.0043  N16 1.466, C34 1.539, H83 1.092, H146 1.095
41 C -1.4079 3.7143 0.7100  C39 1.667, C66 1.644, H140 1.191
42 C 0.5344 -0.0887 -0.1711  C23 1.651, C54 1.639, H142 1.170, H159 1.194
43 C -9.1497 -3.8859 -0.2516  O7 1.435, C69 1.539, H88 1.093, H150 1.096
44 C -1.6642 -0.2034 4.6290  N16 1.467, C45 1.543, H79 1.097, H134 1.096
45 C -0.6081 -1.3228 4.7430  O4 1.429, C44 1.543, H112 1.095, H114 1.095
46 C 1.6344 5.2014 -2.1830  O13 1.349, C19 1.673, C52 1.655
47 C -0.1284 -7.5939 0.5389  N15 1.466, C55 1.539, H99 1.092, H111 1.095
48 C 7.5906 1.4627 1.5451  C50 1.672, C59 1.427
49 C -1.0690 -5.3790 0.0383  N15 1.467, C30 1.543, H115 1.097, H129 1.096
50 C 6.6112 1.9939 0.2979  C48 1.672, C60 1.641, H76 1.194, H113 1.172
51 C -1.3684 -4.6383 -6.5173  O11 1.429, C58 1.543, H91 1.095, H154 1.095
52 C 3.2314 4.7901 -2.3234  C31 1.673, C33 1.639, C46 1.655
53 C -2.2607 -1.8170 -3.2333  O8 1.435, C70 1.539, H98 1.093, H133 1.096
54 C 0.2304 1.5216 -0.2070  C42 1.639, C63 1.640, C66 1.645
55 C 0.4757 -8.4512 1.6646  O9 1.435, C47 1.539, H73 1.093, H86 1.096
56 C 5.2411 2.7868 -2.3319  C28 1.650, C29 1.673, C31 1.640
57 C -5.9714 -2.5397 -3.0131  O14 1.429, C38 1.543, H119 1.095, H158 1.095
58 C -2.4245 -3.5189 -6.6313  N17 1.467, C51 1.543, H72 1.096, H141 1.097
59 C 8.3867 1.1019 2.6731  C48 1.427, H104 1.189
60 C 6.8381 0.9801 -0.9730  C28 1.673, C50 1.641, H117 1.194, H151 1.181
61 C 5.7317 8.9384 -1.6010  C62 1.637, H81 1.191, H110 1.194, H125 1.170
62 C 7.0459 7.9741 -1.7498  I2 2.192, C22 1.637, C61 1.637, H95 1.193
63 C 1.0959 2.5721 -1.1227  C19 1.673, C37 1.673, C54 1.640
64 C 1.4535 -7.3113 3.5193  O9 1.422, H137 1.093, H143 1.096, H157 1.090
65 C 0.3044 2.9699 7.5045  O6 1.422, H85 1.090, H90 1.093, H106 1.096
66 C -1.0225 2.1167 0.6768  C41 1.644, C54 1.645, H144 1.171
67 C 1.3816 -0.2811 5.5789  O4 1.420, H128 1.094, H136 1.090, H147 1.093
68 C 0.3262 6.7841 0.5519  O12 1.498, C24 1.638, H118 1.193, H121 1.170
69 C -8.5626 -3.0170 -1.3774  N18 1.466, C43 1.539, H101 1.092, H120 1.095
70 C -2.6053 -2.9136 -4.2560  N17 1.466, C53 1.539, H93 1.095, H131 1.092
71 H -0.7322 1.3327 5.5700  N16 1.016
72 H -3.4233 -3.9690 -6.6353  C58 1.096
73 H -0.2632 -8.6887 2.4344  C55 1.093
74 H -2.0626 2.4173 7.8411  C34 1.093
75 H -7.1469 -5.7333 1.6179  C27 1.093
76 H 7.0556 3.0647 0.0141  C50 1.194
77 H 1.6339 -4.9058 1.6476  C32 1.090
78 H 0.5885 -0.1631 -3.4890  C35 1.093
79 H -1.5354 0.2810 3.6536  C44 1.097
80 H 2.4715 8.8446 1.2170  C26 1.170
81 H 4.9680 8.4708 -0.8157  C61 1.191
82 H -7.2788 -0.8909 -2.5066  C38 1.096
83 H -1.2203 -0.4647 7.2288  C40 1.092
84 H -0.5273 -0.3717 -4.8432  C35 1.090
85 H 0.2330 2.9438 6.4171  C65 1.090
86 H 0.8117 -9.3985 1.2267  C55 1.096
87 H 2.8657 -4.0462 0.7375  C32 1.094
88 H -9.4278 -3.2870 0.6196  C43 1.093
89 H 4.8565 0.4592 -1.9680  C28 1.187
90 H 1.3488 3.1523 7.7713  C65 1.093
91 H -1.6007 -5.3770 -7.2921  C51 1.095
92 H 0.1116 9.8151 2.7024  C36 1.194
93 H -3.6539 -3.2050 -4.1321  C70 1.095
94 H -4.5173 -5.2461 -1.8846  C25 1.094
95 H 7.9589 8.6928 -2.0189  C62 1.193
96 H 2.0885 10.7229 1.4633  C26 1.190
97 H -1.7823 1.1350 9.0222  C34 1.096
98 H -2.8229 -0.8982 -3.4192  C53 1.093
99 H 0.6729 -7.3661 -0.1665  C47 1.092
100 H -6.7977 -2.8332 -0.3708  N18 1.016
101 H -8.2744 -3.6848 -2.1914  C69 1.092
102 H -1.4925 -1.9828 -5.6903  N17 1.016
103 H -5.8499 -1.0257 -1.4926  C38 1.097
104 H 9.0420 1.0871 3.6652  C59 1.189
105 H -8.3689 -4.5515 2.1288  C27 1.096
106 H -0.3015 3.7931 7.9003  C65 1.096
107 H -6.2242 -4.9476 -2.2584  C25 1.093
108 H -0.3644 -4.1594 -1.5692  C30 1.095
109 H -0.0944 -5.9362 1.7275  N15 1.016
110 H 6.1080 9.9472 -1.0857  C61 1.194
111 H -0.8930 -8.1762 0.0135  C47 1.095
112 H -0.6637 -1.8639 5.6938  C45 1.095
113 H 5.4997 2.0934 0.6564  C50 1.172
114 H -0.8404 -2.0615 3.9682  C45 1.095
115 H -1.5463 -4.5400 0.5586  C49 1.097
116 H 0.3185 7.3852 2.8194  C24 1.189
117 H 7.9486 1.1023 -1.3945  C60 1.194
118 H 0.9321 5.8828 1.0443  C68 1.193
119 H -5.5118 -1.8971 -3.7720  C57 1.095
120 H -9.3370 -2.3374 -1.7489  C69 1.095
121 H 1.0568 7.2799 -0.2154  C68 1.170
122 H -0.6044 -0.7127 1.7064  C23 1.194
123 H 1.0081 -1.6598 1.4476  C23 1.170
124 H -1.3366 7.6640 1.9282  C24 1.194
125 H 5.2271 9.2623 -2.6053  C61 1.170
126 H -6.8664 -4.0150 1.3154  C27 1.090
127 H 1.0875 0.2157 2.0622  C23 1.173
128 H 2.4584 -0.4346 5.4643  C67 1.094
129 H -1.8270 -5.8057 -0.6277  C49 1.096
130 H 8.0778 6.4320 -3.0697  C22 1.194
131 H -1.9806 -3.7802 -4.0315  C70 1.092
132 H 1.5688 9.8494 -0.1280  C26 1.194
133 H -2.5426 -2.1805 -2.2381  C53 1.096
134 H -2.6630 -0.6535 4.6250  C44 1.096
135 H 2.2976 -5.6135 0.1347  C32 1.093
136 H 1.2085 0.7954 5.5614  C67 1.090
137 H 2.4333 -7.0531 3.9299  C64 1.093
138 H 3.8826 7.0995 -2.5890  C33 1.194
139 H 0.3141 -4.0229 -4.7224  C21 1.093
140 H -2.3142 4.1441 1.3524  C41 1.191
141 H -2.2957 -3.0345 -7.6067  C58 1.097
142 H 1.4859 -0.4320 -0.7591  C42 1.170
143 H 0.9910 -8.0585 4.1744  C64 1.096
144 H -1.6581 1.3574 1.3025  C66 1.171
145 H 1.6981 -3.7501 -5.7960  C21 1.094
146 H -2.8935 0.1105 7.1282  C40 1.095
147 H 1.0744 -0.7074 6.5379  C67 1.093
148 H -5.4778 -4.3046 -0.7552  C25 1.090
149 H 0.6233 -5.5854 -1.3709  C30 1.095
150 H -10.0624 -4.3608 -0.6303  C43 1.096
151 H 6.7899 -0.1218 -0.5506  C60 1.181
152 H -0.6607 9.8239 0.9507  C36 1.170
153 H 0.4482 -2.5201 -5.6989  C21 1.090
154 H -1.4240 -5.1794 -5.5665  C51 1.095
155 H 6.2357 0.8375 -3.2249  C28 1.194
156 H -1.0618 0.4776 -3.3600  C35 1.096
157 H 0.8464 -6.4062 3.4992  C64 1.090
158 H -6.6923 -3.1644 -3.5516  C57 1.095
159 H -0.3888 -0.6216 -0.7088  C42 1.194

Output
**E**: -4135.78994 Ha
**SMILES string**: C#CCCCc1c(Cl)c([C@@H](I)[C@@H](C)I)cc2c1C(=O)c1c(CC)ccc(OCCCC)c1C2=O.COCCNCCOC.COCCNCCOC.COCCNCCOC.COCCNCCOC
**HOMO level**: -8.34 eV
**Multiplicity**: 1
**Frontier orbital gap**: 6.6 eV
**LUMO level**: -1.780 eV
**M**: 1235.562 Da